Here is a cluster of 3 separate species, C8H19B3BrNO7S2 in total from OMol25. Energies are from the ωB97M-V functional and the def2-TZVPD basis.

Results
highest occupied orbital energy = -8.8818 eV
net charge = 0
HOMO-LUMO gap = 8.44 eV

Each line ends with the natural charge from an NBO analysis.
Atoms and positions in Å:
Br (-1.9458, -2.0404, 2.3898)  0.021
S (4.9179, -0.0022, 2.3445)  1.244
S (-3.3709, 0.3890, -2.9003)  1.236
O (-0.5148, 1.9229, 3.4026)  -0.683
O (5.8756, -0.2036, 3.4809)  -0.976
O (0.9111, 0.8575, 1.5482)  -0.913
O (-0.3988, 0.2756, -0.6589)  -0.930
O (1.9849, -0.5280, -0.3636)  -0.943
O (-4.7287, 0.0262, -2.3771)  -0.976
O (-1.6630, 1.3579, 1.2313)  -0.916
N (-1.4296, -0.0462, 5.1627)  -0.349
C (5.8903, 0.0716, 0.8204)  -0.830
C (-3.5359, 0.6962, -4.6755)  -0.825
C (4.4361, 1.7415, 2.3413)  -0.828
C (-3.0541, 2.1108, -2.4432)  -0.827
C (-2.3863, -1.2529, 0.5600)  -0.651
C (-0.7684, -3.3840, -0.1549)  -0.637
C (-1.9833, -2.3541, -0.6303)  -0.433
C (-0.9936, 0.8374, 4.3065)  0.522
B (-1.4940, 0.1347, 0.3661)  1.237
B (-0.3863, 1.3717, 2.0202)  1.375
B (0.8307, 0.2409, 0.2108)  1.352
H (-3.5588, -1.0378, 0.5805)  0.297
H (3.8426, 1.9394, 3.2368)  0.242
H (-3.8865, 2.7417, -2.7635)  0.236
H (5.2393, 0.3375, -0.0156)  0.231
H (1.8163, -1.5228, -0.2047)  0.512
H (0.1136, -2.8427, 0.4005)  0.192
H (-2.5919, 1.0802, -5.0688)  0.229
H (-4.3386, 1.4147, -4.8573)  0.233
H (-2.9252, -3.0067, -0.9647)  0.232
H (-2.1260, 2.4478, -2.9106)  0.232
H (6.3268, -0.9134, 0.6389)  0.239
H (5.3262, 2.3751, 2.3494)  0.229
H (3.8334, 1.9520, 1.4548)  0.225
H (-2.9530, 2.1687, -1.3569)  0.239
H (-0.3177, -3.8734, -1.1280)  0.221
H (-1.3025, -4.2141, 0.4916)  0.236
H (-1.6049, -1.8299, -1.6164)  0.233
H (6.6901, 0.8087, 0.9227)  0.228
H (-3.7760, -0.2477, -5.1704)  0.243

Force components x, y, z for each atom (eV/Å):
Br -0.35 0.90 -1.12
S 0.34 -0.04 0.36
S -0.48 0.06 0.04
O -1.14 -4.89 1.07
O -0.41 0.22 -0.63
O -3.58 0.05 -1.85
O 0.41 -0.77 5.19
O -3.05 0.08 2.27
O 0.64 0.22 -0.21
O 4.12 -3.18 0.50
N 4.01 8.06 -7.73
C 0.10 0.05 -0.07
C -0.06 0.01 -0.09
C 0.03 0.13 0.02
C -0.04 0.08 0.00
C -0.58 -0.15 -1.75
C -0.89 -0.15 -0.87
C 0.32 -0.59 -0.33
C -2.20 -3.80 4.38
B 0.38 1.58 -0.54
B -1.11 -0.11 -0.33
B 0.75 -1.24 -1.62
H 2.68 -0.46 -0.05
H 0.08 -0.16 -0.10
H 0.01 -0.14 0.02
H -0.03 -0.05 0.10
H 0.36 2.34 -0.49
H -1.92 -1.11 -0.84
H -0.03 -0.05 0.09
H 0.04 -0.06 0.12
H 2.04 1.49 1.02
H -0.04 -0.10 0.04
H -0.12 0.10 0.13
H 0.00 -0.13 0.02
H 0.02 -0.10 0.06
H -0.02 -0.08 -0.12
H -0.96 0.89 1.96
H 1.64 1.71 -1.12
H -0.90 -0.62 2.20
H -0.07 -0.05 0.09
H 0.04 0.08 0.18

Here is the ion C8H19N2 with charge +1 from OMol25. Energies are from the ωB97M-V functional and the def2-TZVPD basis.

Results
highest occupied orbital energy = -13.7801 eV
net charge = +1
HOMO-LUMO gap = 10.92 eV
SMILES = C=C(C)[N@H+](CN)[C@H](C)CC

Each line ends with the natural charge from an NBO analysis.
Atoms and positions in Å:
N (-0.3637, -0.4102, -0.3592)  -0.474
N (-0.9329, 0.1735, -2.5760)  -0.871
C (0.2257, 0.1866, -1.6749)  -0.050
C (-0.9954, -2.6759, -0.5836)  -0.348
C (-0.0492, -1.7793, -0.1161)  0.127
C (-0.4682, 1.9292, 0.7816)  -0.446
C (0.7365, 2.8803, 0.6288)  -0.611
C (-0.6411, -0.1133, 2.0880)  -0.647
C (0.0237, 0.4372, 0.9177)  -0.015
C (1.3315, -2.1009, 0.2348)  -0.719
H (0.5078, 3.9398, 0.9857)  0.243
H (1.2103, 2.9147, -0.4217)  0.201
H (-2.0019, -2.3091, -1.0213)  0.218
H (1.0521, -0.4575, -2.0747)  0.216
H (-0.1622, 0.4977, 2.9028)  0.249
H (-1.4361, -0.3421, -0.6727)  0.498
H (-0.2959, -1.1726, 2.1221)  0.224
H (1.5460, 2.5311, 1.2210)  0.204
H (2.2339, -1.4649, -0.1109)  0.256
H (-1.6776, 0.1367, 2.0916)  0.236
H (-0.7669, -0.7623, -3.0434)  0.386
H (1.3404, -2.0716, 1.3556)  0.243
H (1.2176, 0.5028, 1.0750)  0.247
H (-0.9596, 2.3178, 1.6966)  0.244
H (1.7163, -3.1645, 0.0247)  0.277
H (-1.0305, 0.9019, -3.3154)  0.419
H (-0.9174, -3.7567, -0.4727)  0.242
H (0.6759, 1.1679, -1.5102)  0.230
H (-1.1190, 2.0637, -0.1733)  0.221

Force components x, y, z for each atom (eV/Å):
N -0.76 2.64 -0.24
N 1.06 -1.65 -1.00
C 0.28 -0.15 -0.75
C -0.12 1.93 0.73
C -2.28 -3.24 -3.84
C 0.54 0.75 -2.09
C 0.08 1.45 -1.47
C 2.14 -0.71 1.58
C 1.05 2.64 -1.40
C 3.14 -1.35 1.89
H 0.23 -1.40 -0.77
H -1.02 0.14 1.37
H 1.75 -0.54 0.99
H -0.75 0.28 0.82
H -0.61 -1.03 -0.24
H 2.43 0.12 1.33
H -1.16 0.59 0.96
H 0.73 -0.23 0.91
H -1.98 -0.46 0.30
H -0.90 -0.58 0.04
H -1.12 1.63 0.07
H 0.60 0.11 -0.67
H -2.75 -0.80 -0.95
H -0.28 -0.88 -0.67
H -1.27 1.46 -0.02
H 0.55 -0.69 1.07
H 0.34 0.33 -0.16
H -0.51 -0.09 0.30
H 0.60 -0.27 1.91